# 1
Below is a structure of composition C2H3F4KNO5S2, with properties calculated with wB97M-V/def2-TZVPD.

Geometry (Å):
N (0.674, 1.500, 0.584)
S (-1.013, 1.227, 0.540)
O (-1.476, 2.542, 1.107)
O (-2.008, 1.027, -0.674)
S (1.763, 0.382, 0.795)
O (0.933, -0.735, 1.264)
O (2.986, 1.169, 1.016)
C (2.554, -0.819, -0.472)
F (1.698, -1.770, -0.881)
F (2.911, -0.151, -1.559)
F (3.611, -1.440, 0.033)
K (-0.843, -2.230, 0.916)
F (-1.952, -2.276, -1.646)
C (-4.101, -1.589, -0.497)
O (-2.744, -1.195, -0.571)
H (-4.494, -2.361, 0.177)
H (-4.540, -0.682, -0.055)
H (-4.366, -2.011, -1.474)

As for the net charge: -1. As for the maximum force: 0.099 Eh/bohr. Its spin multiplicity is 1.



# 2
Below is the ion C4H10NO2 with charge -1, with properties calculated with wB97M-V/def2-TZVPD.

Geometry (Å):
C (-0.056, 1.476, 1.198)
C (0.246, 0.558, -0.013)
C (0.083, 1.236, -1.381)
O (1.181, 2.189, -1.546)
N (-0.457, -0.692, 0.075)
C (-0.497, -2.005, 1.045)
O (-0.552, -3.215, 0.571)
H (-0.833, 2.215, 0.951)
H (-0.521, 0.782, 1.906)
H (0.746, 1.934, 1.771)
H (1.306, 0.308, -0.013)
H (-0.863, 1.788, -1.476)
H (0.188, 0.555, -2.229)
H (0.776, 3.053, -1.412)
H (-0.657, -1.146, -0.810)
H (-1.361, -1.689, 1.700)
H (0.479, -1.881, 1.588)

The SMILES is C[C@H](CO)NC[O-]. As for the net charge: -1. As for the maximum force: 0.057 Eh/bohr. Its spin multiplicity is 1.



# 3
Below is a cluster of 2 separate species, C3H10N2O in total, with properties calculated with wB97M-V/def2-TZVPD.

Geometry (Å):
C (1.760, -1.334, 0.040)
C (0.393, -0.941, 0.521)
N (-0.678, -1.348, -0.308)
C (0.194, -0.359, 1.706)
N (-1.068, 0.086, 2.164)
H (2.439, -1.471, 0.872)
H (1.680, -2.337, -0.393)
H (2.132, -0.637, -0.706)
H (-0.575, -1.125, -1.285)
H (-1.553, -1.045, 0.094)
H (0.939, -0.412, 2.493)
H (-1.035, 0.569, 3.044)
H (-1.655, 0.614, 1.528)
O (-1.267, 3.520, -3.365)
H (-0.992, 3.256, -2.479)
H (-0.714, 2.964, -3.926)

The SMILES is C/C(N)=C/N.O. As for the net charge: 0. As for the maximum force: 0.022 Eh/bohr. Its spin multiplicity is 1.



# 4
Below is a cluster of 2 separate species, C20H37FN2O5P in total, with properties calculated with wB97M-V/def2-TZVPD.

Geometry (Å):
C (0.996, -2.469, -1.023)
C (1.736, -1.178, -0.403)
C (1.989, -0.194, -1.608)
C (2.659, 1.185, -1.243)
C (1.700, 2.310, -0.668)
C (0.363, 1.820, -0.048)
C (0.296, 1.577, 1.404)
C (1.449, 1.810, 2.426)
C (2.672, 0.830, 2.320)
O (2.335, -0.541, 2.496)
C (3.456, -1.346, 2.892)
C (4.820, -0.991, 2.189)
C (-0.994, 1.094, 1.970)
C (-1.230, 0.817, 3.478)
O (-1.503, 1.730, 4.209)
O (-1.187, -0.448, 4.043)
N (-1.250, -1.385, 3.006)
C (-2.108, 0.910, 1.049)
F (-3.299, 0.501, 1.609)
C (-1.996, 1.180, -0.394)
C (-3.290, 0.938, -1.219)
C (-3.824, -0.566, -1.141)
C (-3.111, -1.558, -2.143)
O (-3.803, -2.827, -2.082)
N (-0.763, 1.631, -0.881)
P (-0.605, 2.034, -2.642)
C (-1.041, 0.532, -3.698)
C (-1.714, 3.474, -3.081)
H (0.582, -2.209, -2.047)
H (0.084, -2.752, -0.417)
H (1.696, -3.328, -1.176)
H (2.662, -1.573, 0.082)
H (1.042, -0.793, 0.384)
H (1.033, -0.125, -2.185)
H (2.718, -0.728, -2.292)
H (3.558, 0.960, -0.604)
H (3.087, 1.593, -2.209)
H (2.262, 2.827, 0.168)
H (1.574, 3.107, -1.454)
H (1.110, 1.789, 3.502)
H (1.844, 2.850, 2.248)
H (3.232, 1.069, 1.378)
H (3.373, 1.105, 3.171)
H (3.634, -1.340, 4.011)
H (3.206, -2.403, 2.578)
H (5.249, -0.014, 2.566)
H (4.701, -0.850, 1.074)
H (5.625, -1.755, 2.329)
H (-2.230, -1.640, 2.875)
H (-0.666, -2.198, 3.198)
H (-3.245, 1.262, -2.286)
H (-4.099, 1.567, -0.737)
H (-4.910, -0.509, -1.448)
H (-3.716, -1.012, -0.116)
H (-2.031, -1.642, -1.850)
H (-3.256, -1.174, -3.189)
H (-3.149, -3.425, -1.673)
H (-0.770, -0.424, -3.166)
H (-0.432, 0.593, -4.646)
H (-2.116, 0.536, -4.018)
H (-1.489, 4.290, -2.333)
H (-1.403, 3.882, -4.083)
H (-2.816, 3.241, -3.075)
O (-2.583, -3.655, 1.471)
H (-2.700, -4.310, 2.170)
H (-3.416, -3.681, 0.985)

As for the net charge: +1. As for the maximum force: 0.056 Eh/bohr. Its spin multiplicity is 1.



no.,energy (hartree)
1,-2304.55582
2,-363.58112
3,-305.02859
4,-1710.80885